Entry 1:
{"formula": "C41H49N7P2S3SeW", "method": "ωB97M-V with the def2-TZVPD basis set", "homo_lumo_gap_ha": 0.2048, "total_energy_ev": -171966.2954, "e_lumo_ev": -12.15, "fmax_ha_per_bohr": 0.0248, "charge": 4, "symbols": ["W", "S", "P", "C", "P", "S", "C", "C", "C", "C", "C", "C", "C", "C", "C", "C", "C", "C", "C", "C", "C", "C", "C", "C", "C", "C", "C", "C", "C", "C", "H", "H", "H", "H", "H", "H", "H", "H", "H", "H", "H", "H", "H", "H", "H", "H", "H", "H", "H", "H", "C", "C", "N", "C", "C", "N", "C", "C", "N", "H", "H", "H", "H", "H", "H", "H", "H", "H", "H", "H", "H", "H", "H", "H", "C", "N", "C", "Se", "N", "C", "C", "C", "C", "C", "C", "H", "H", "H", "H", "H", "H", "H", "H", "C", "N", "C", "N", "S", "H", "H", "H", "H", "H", "H"], "positions_angstrom": [[1.0979, -0.6402, 0.4352], [2.0701, 0.9978, 1.9411], [0.1862, 1.8687, 1.9163], [-0.4979, 0.4206, 1.1250], [-1.5235, -0.7452, 1.9688], [-0.1605, -2.2557, 1.7272], [-3.0281, -1.0269, 1.0833], [-3.8406, -2.0934, 1.4761], [-5.0528, -2.2866, 0.8383], [-5.4551, -1.4135, -0.1682], [-4.6472, -0.3506, -0.5516], [-3.4245, -0.1528, 0.0696], [-1.8377, -0.5212, 3.6991], [-2.9510, 0.2518, 4.0503], [-3.2729, 0.4042, 5.3877], [-2.5095, -0.2294, 6.3626], [-1.4125, -1.0070, 6.0110], [-1.0654, -1.1520, 4.6785], [0.1845, 3.3224, 0.8857], [1.2527, 4.2142, 1.0098], [1.1949, 5.4354, 0.3552], [0.0750, 5.7661, -0.4009], [-0.9916, 4.8810, -0.5114], [-0.9431, 3.6532, 0.1307], [-0.3158, 2.3727, 3.5439], [0.3610, 1.9305, 4.6822], [0.0206, 2.4586, 5.9164], [-0.9896, 3.4087, 6.0123], [-1.6695, 3.8378, 4.8780], [-1.3322, 3.3315, 3.6362], [-3.5364, -2.7556, 2.2794], [-5.6955, -3.1039, 1.1371], [-6.4142, -1.5571, -0.6488], [-4.9769, 0.3273, -1.3275], [-2.7848, 0.6689, -0.2285], [-3.5704, 0.7104, 3.2876], [-4.1352, 0.9937, 5.6695], [-2.7833, -0.1299, 7.4052], [-0.8376, -1.5122, 6.7755], [-0.2192, -1.7692, 4.4084], [2.1076, 3.9750, 1.6323], [2.0105, 6.1392, 0.4572], [0.0254, 6.7294, -0.8920], [-1.8653, 5.1549, -1.0882], [-1.7776, 2.9647, 0.0530], [1.1502, 1.1935, 4.6083], [0.5520, 2.1387, 6.8027], [-1.2401, 3.8277, 6.9782], [-2.4470, 4.5853, 4.9606], [-1.8382, 3.6990, 2.7520], [2.7091, -2.3562, -1.6852], [3.1755, -0.9368, -1.8670], [3.0839, -0.1938, -0.5737], [4.2721, -0.3830, 0.3108], [4.1593, -1.6791, 1.0841], [2.7314, -2.0162, 1.4101], [2.4468, -3.4888, 1.1673], [1.5458, -3.7043, -0.0693], [1.4763, -2.4308, -0.8381], [2.5065, -2.8165, -2.6533], [3.4795, -2.9606, -1.2129], [4.1954, -0.8981, -2.2532], [2.5312, -0.4356, -2.5777], [3.0619, 0.7987, -0.7962], [5.1771, -0.3891, -0.2986], [4.3375, 0.4776, 0.9692], [4.5783, -2.4941, 0.5016], [4.7428, -1.6254, 2.0023], [2.6050, -1.8584, 2.4061], [3.3989, -4.0035, 1.0662], [1.9641, -3.9040, 2.0487], [1.9367, -4.4941, -0.7106], [0.5370, -3.9875, 0.2044], [0.5969, -2.4797, -1.4186], [2.5513, 2.8707, -2.6778], [1.8511, 1.8965, -3.5131], [0.9508, 1.0053, -3.1094], [0.1286, 0.8174, -1.3491], [0.4786, 0.3447, -4.1714], [1.0804, 0.8397, -5.3339], [0.9261, 0.5197, -6.6774], [1.7044, 1.2310, -7.5659], [2.6079, 2.2212, -7.1355], [2.7601, 2.5373, -5.8026], [1.9700, 1.8219, -4.9088], [2.1473, 2.8392, -1.6658], [2.3868, 3.8703, -3.0761], [3.6228, 2.6710, -2.6764], [-0.3333, -0.2574, -4.1246], [0.2257, -0.2319, -7.0164], [1.6181, 1.0280, -8.6245], [3.1947, 2.7508, -7.8735], [3.4521, 3.3043, -5.4809], [-3.6864, -5.0496, -1.8806], [-2.6329, -5.0163, -2.8917], [-1.6512, -4.1373, -2.9267], [-0.6894, -4.3117, -3.8733], [-1.5514, -2.8650, -1.7857], [-4.4207, -5.7925, -2.1778], [-4.1681, -4.0768, -1.8092], [-3.2786, -5.3194, -0.9073], [-2.6663, -5.7320, -3.6037], [-0.8458, -5.0021, -4.5960], [-0.2277, -3.4781, -4.1914]]}

***

Entry 2:
{"formula": "C41H50F4N2O28", "method": "ωB97M-V with the def2-TZVPD basis set", "homo_lumo_gap_ha": 0.2290, "total_energy_ev": -114491.8532, "e_lumo_ev": -7.27, "fmax_ha_per_bohr": 0.0316, "charge": 2, "symbols": ["F", "N", "C", "C", "C", "C", "C", "C", "N", "C", "C", "O", "C", "C", "F", "F", "F", "C", "C", "C", "C", "H", "H", "H", "H", "H", "H", "H", "H", "H", "H", "H", "H", "H", "H", "C", "C", "O", "C", "O", "O", "H", "H", "H", "H", "C", "C", "O", "C", "O", "O", "H", "H", "H", "H", "C", "C", "O", "C", "O", "O", "H", "H", "H", "H", "C", "C", "O", "C", "O", "O", "H", "H", "H", "H", "C", "C", "O", "C", "O", "O", "H", "H", "H", "H", "C", "C", "O", "C", "O", "O", "H", "H", "H", "H", "C", "C", "O", "C", "O", "O", "H", "H", "H", "H", "C", "C", "O", "C", "O", "O", "H", "H", "H", "H", "C", "C", "O", "C", "O", "O", "H", "H", "H", "H"], "positions_angstrom": [[5.1583, 1.6433, 1.5954], [3.9493, 2.0902, 1.9611], [3.8313, 3.0034, 2.9204], [2.5970, 3.4590, 3.3368], [1.4371, 2.9132, 2.7085], [-0.0255, 3.1989, 2.9932], [-0.6465, 3.2495, 4.2648], [-2.0014, 3.4635, 4.3528], [-2.7671, 3.6215, 3.2580], [-4.2208, 3.8007, 3.3701], [-4.7577, 5.1891, 2.8791], [-6.0277, 5.0053, 2.2796], [-7.0357, 4.5236, 3.1461], [-7.3122, 3.0176, 2.8517], [-6.8846, 2.2256, 3.8658], [-8.6067, 2.7775, 2.6321], [-6.6444, 2.6585, 1.7313], [-2.1951, 3.5966, 2.0524], [-0.8516, 3.3840, 1.8686], [1.6529, 1.9682, 1.6720], [2.9131, 1.5653, 1.3090], [4.7754, 3.3606, 3.3415], [2.5209, 4.2125, 4.1171], [-0.0402, 3.1089, 5.1584], [-2.4944, 3.4750, 5.3264], [-4.6862, 3.0382, 2.7237], [-4.6147, 3.6177, 4.3767], [-4.9028, 5.8351, 3.7649], [-4.1000, 5.7086, 2.1709], [-6.7890, 4.6624, 4.2120], [-7.9916, 5.0507, 2.9903], [-2.8031, 3.7280, 1.1552], [-0.4096, 3.3511, 0.8738], [0.7786, 1.5602, 1.1575], [3.0463, 0.8301, 0.5127], [2.2626, 8.5864, 3.5489], [2.5367, 7.6146, 2.4294], [2.2143, 6.3503, 3.0370], [1.3687, 6.5957, 4.0533], [0.8168, 5.7140, 4.6421], [1.2458, 7.9048, 4.3070], [1.9051, 9.5487, 3.1924], [3.1294, 8.7468, 4.1912], [1.8799, 7.7694, 1.5720], [3.5695, 7.6353, 2.0901], [-4.2788, -0.1460, -0.1690], [-4.2917, 0.1048, 1.3157], [-2.9232, 0.4569, 1.5786], [-2.3931, 0.9166, 0.4252], [-1.3168, 1.4459, 0.3459], [-3.2113, 0.7109, -0.6128], [-5.2185, 0.1201, -0.6485], [-4.0255, -1.1773, -0.4306], [-4.9308, 0.9447, 1.5954], [-4.5855, -0.7685, 1.8936], [-0.0924, 0.2697, -2.6481], [0.4927, -0.8311, -1.8084], [1.2835, -1.5609, -2.7485], [1.5939, -0.7055, -3.7671], [2.3746, -0.9439, -4.6307], [0.8956, 0.4520, -3.6638], [-0.2454, 1.1878, -2.0862], [-1.0342, -0.0191, -3.1197], [1.1452, -0.4519, -1.0161], [-0.2687, -1.4700, -1.3640], [-1.7178, -4.9648, 1.0148], [-2.8612, -5.5397, 0.2221], [-3.4610, -4.3653, -0.3488], [-2.5149, -3.4088, -0.3984], [-2.6464, -2.3647, -0.9793], [-1.4089, -3.7635, 0.2762], [-0.8582, -5.6258, 1.0574], [-2.0028, -4.6935, 2.0198], [-2.5294, -6.1930, -0.5873], [-3.5701, -6.0801, 0.8420], [7.4428, 2.8243, -0.2323], [8.3611, 2.0610, -1.1539], [8.9572, 3.1058, -1.9286], [8.8853, 4.2514, -1.2057], [9.4300, 5.2644, -1.4863], [8.0932, 4.0829, -0.1024], [7.3321, 2.3451, 0.7389], [6.4498, 2.9841, -0.6677], [9.1426, 1.5279, -0.6157], [7.8328, 1.3626, -1.7872], [-2.8489, -9.0905, 4.5223], [-3.2166, -9.1244, 3.0609], [-3.0285, -7.7595, 2.6649], [-2.1493, -7.1997, 3.5314], [-1.6515, -6.1239, 3.3814], [-1.9082, -8.0118, 4.5798], [-2.3978, -10.0185, 4.8645], [-3.6983, -8.8515, 5.1645], [-2.5489, -9.7571, 2.4738], [-4.2427, -9.4416, 2.8914], [0.4839, -3.8712, -5.0432], [1.1647, -4.8558, -5.9571], [0.7977, -6.1150, -5.3813], [-0.3471, -5.9298, -4.6802], [-1.0064, -6.8039, -4.2171], [-0.6464, -4.6078, -4.5706], [0.1685, -2.9681, -5.5623], [1.1046, -3.5917, -4.1916], [0.7875, -4.8105, -6.9805], [2.2450, -4.7339, -5.9751], [-3.4847, -3.0876, -4.2772], [-4.6334, -3.6604, -5.0663], [-5.2252, -2.4929, -5.6431], [-4.2697, -1.5289, -5.6978], [-4.3873, -0.4956, -6.2699], [-3.1585, -1.9033, -5.0081], [-2.6327, -3.7607, -4.2306], [-3.7710, -2.8062, -3.2614], [-4.3026, -4.3237, -5.8681], [-5.3493, -4.1916, -4.4427], [7.8041, -0.8358, -4.7102], [8.3162, -2.2327, -4.4649], [9.0420, -2.0873, -3.2409], [8.5454, -1.0137, -2.5907], [8.8197, -0.7197, -1.4685], [7.6920, -0.3109, -3.3820], [6.8417, -0.8224, -5.2165], [8.5092, -0.2223, -5.2733], [7.5114, -2.9548, -4.3139], [8.9649, -2.5888, -5.2614]]}

***

Entry 3:
{"formula": "C41H50N5O2SSc", "method": "ωB97M-V with the def2-TZVPD basis set", "homo_lumo_gap_ha": 0.2771, "total_energy_ev": -86416.9773, "e_lumo_ev": -0.34, "fmax_ha_per_bohr": 0.0269, "e_above_lowest_kcal_mol": 0.0, "symbols": ["Sc", "C", "C", "C", "C", "C", "C", "C", "C", "C", "C", "C", "C", "N", "C", "O", "C", "C", "C", "C", "C", "N", "C", "O", "N", "C", "C", "C", "C", "C", "C", "C", "C", "C", "C", "C", "C", "H", "H", "H", "H", "H", "H", "H", "H", "H", "H", "H", "H", "H", "H", "H", "H", "H", "H", "H", "H", "H", "H", "H", "H", "H", "H", "H", "H", "H", "H", "H", "H", "H", "H", "H", "H", "H", "S", "C", "C", "C", "C", "C", "N", "H", "H", "H", "H", "C", "C", "C", "C", "C", "N", "H", "H", "H", "H", "H", "H", "H", "H", "H"], "positions_angstrom": [[-0.0902, -0.0927, -0.3132], [1.3912, -4.1190, 0.1919], [1.5380, -2.8651, 1.0523], [2.9902, -2.6980, 1.5146], [0.5945, -2.8346, 2.2377], [0.4637, -3.9953, 2.9944], [-0.3317, -4.0291, 4.1235], [-1.0262, -2.8887, 4.4867], [-0.9381, -1.7124, 3.7519], [-1.7833, -0.5369, 4.2165], [-1.2871, 0.0416, 5.5461], [-3.2553, -0.9434, 4.3535], [-0.0940, -1.6730, 2.6229], [0.0533, -0.4556, 1.8796], [0.4517, 0.6228, 2.5912], [0.9551, 0.6785, 3.7063], [0.1819, 1.9272, 1.8663], [0.0902, 3.1466, 2.5046], [-0.2398, 4.2616, 1.7406], [-0.4469, 4.1414, 0.3706], [-0.3131, 2.8911, -0.1963], [-0.0209, 1.8303, 0.5532], [-0.5146, 2.6134, -1.6685], [-0.7308, 3.5640, -2.4067], [-0.4330, 1.2951, -1.9749], [-0.7867, 1.0024, -3.3428], [-2.1344, 1.0332, -3.7378], [-2.4643, 0.7097, -5.0494], [-1.4958, 0.3686, -5.9741], [-0.1709, 0.3701, -5.5814], [0.2066, 0.6928, -4.2796], [1.7011, 0.6643, -3.9884], [2.1012, -0.6395, -3.2907], [2.2566, 1.9126, -3.2887], [-3.2696, 1.4253, -2.8108], [-3.8566, 2.7879, -3.2000], [-4.3745, 0.3626, -2.7980], [1.8980, -3.9796, -0.7664], [0.3467, -4.3442, -0.0120], [1.8483, -4.9814, 0.6842], [1.3167, -1.9975, 0.4428], [3.2396, -3.4684, 2.2476], [3.1399, -1.7241, 1.9919], [3.6794, -2.7931, 0.6694], [1.0050, -4.8868, 2.6974], [-0.4118, -4.9339, 4.7132], [-1.6624, -2.9135, 5.3643], [-1.7270, 0.2455, 3.4580], [-1.3561, -0.7152, 6.3335], [-1.9074, 0.8911, 5.8461], [-0.2512, 0.3682, 5.4723], [-3.4009, -1.5936, 5.2199], [-3.6073, -1.4768, 3.4713], [-3.8822, -0.0584, 4.4987], [0.2673, 3.1937, 3.5708], [-0.3401, 5.2293, 2.2166], [-0.7043, 4.9777, -0.2654], [-3.5046, 0.7298, -5.3535], [-1.7695, 0.1192, -6.9923], [0.6018, 0.1266, -6.3022], [2.1740, 0.6362, -4.9718], [1.5905, -0.7551, -2.3389], [3.1790, -0.6763, -3.0998], [1.8278, -1.5022, -3.9010], [2.0964, 1.8835, -2.2130], [1.7802, 2.8175, -3.6714], [3.3329, 1.9916, -3.4700], [-2.8727, 1.5064, -1.8014], [-4.2534, 2.7509, -4.2184], [-3.0978, 3.5690, -3.1580], [-4.6784, 3.0539, -2.5289], [-4.9626, 0.3970, -3.7188], [-5.0597, 0.5353, -1.9655], [-3.9613, -0.6423, -2.7036], [-1.0325, -2.1771, -1.5049], [-2.3995, -1.6520, -0.5577], [-3.5864, -2.3883, -0.4202], [-4.6313, -1.8471, 0.2930], [-4.4953, -0.5870, 0.8820], [-3.2930, 0.0569, 0.7477], [-2.2757, -0.4572, 0.0470], [-3.6562, -3.3559, -0.8990], [-5.5590, -2.3969, 0.3959], [-5.2976, -0.1363, 1.4496], [-3.1171, 1.0243, 1.2064], [5.2182, 1.9036, -0.7681], [4.7907, 0.8441, 0.2601], [4.8280, 1.4152, 1.6814], [5.6845, -0.4020, 0.1511], [3.3978, 0.4576, -0.0356], [2.2977, 0.1907, -0.1985], [6.2326, 2.2248, -0.5284], [4.5593, 2.7731, -0.7403], [5.2102, 1.4972, -1.7807], [5.8653, 1.6395, 1.9345], [4.4382, 0.7003, 2.4078], [4.2453, 2.3348, 1.7525], [6.7261, -0.0856, 0.2269], [5.5451, -0.9084, -0.8052], [5.4740, -1.1084, 0.9542]]}

***

Entry 4:
{"formula": "C41H51BN7O14", "method": "ωB97M-V with the def2-TZVPD basis set", "homo_lumo_gap_ha": [0.2473, 0.1046], "total_energy_ev": -83112.4039, "e_lumo_ev": [-2.86, -6.74], "multiplicity": 2, "fmax_ha_per_bohr": 0.1656, "symbols": ["O", "C", "O", "B", "O", "C", "O", "O", "C", "O", "C", "O", "O", "N", "C", "C", "C", "C", "C", "H", "H", "H", "H", "H", "N", "C", "C", "C", "C", "C", "H", "H", "H", "H", "H", "N", "C", "C", "C", "C", "C", "H", "H", "H", "H", "H", "C", "C", "O", "C", "O", "O", "H", "H", "H", "H", "C", "C", "O", "C", "O", "O", "H", "H", "H", "H", "C", "C", "C", "C", "N", "H", "H", "H", "H", "H", "H", "H", "C", "C", "C", "C", "N", "H", "H", "H", "H", "H", "H", "H", "C", "C", "C", "C", "N", "H", "H", "H", "H", "H", "H", "H", "C", "C", "C", "C", "N", "H", "H", "H", "H", "H", "H", "H"], "positions_angstrom": [[2.3672, 1.5197, -1.7549], [1.4178, 1.4774, -1.0232], [1.0467, 0.3400, -0.4427], [-0.2964, 0.5460, 0.2072], [-0.3650, 2.0317, 0.3492], [0.6507, 2.6207, -0.2771], [0.8367, 3.8235, -0.4419], [-0.3352, -0.1812, 1.4765], [-1.4460, -0.8769, 1.6206], [-1.8242, -1.4977, 2.6480], [-2.2050, -0.7205, 0.3272], [-1.4768, 0.0673, -0.4829], [-3.1981, -1.4200, 0.0632], [0.6053, 0.6432, 6.5849], [0.1348, 0.4713, 7.8211], [-0.6999, -0.5887, 8.1548], [-1.0383, -1.4142, 7.1173], [-0.6497, -1.1704, 5.7595], [0.0983, -0.0806, 5.5651], [0.3522, 1.1551, 8.6283], [-1.1889, -0.7600, 9.1024], [-1.6845, -2.2502, 7.3407], [-0.9781, -1.7851, 4.9345], [0.4232, 0.1368, 4.5583], [-0.2063, -3.5955, -4.3728], [0.1906, -4.0182, -3.2000], [0.8440, -3.2612, -2.1855], [1.2890, -2.0006, -2.4760], [0.8864, -1.4356, -3.7225], [0.2054, -2.3119, -4.6868], [-0.2560, -4.9821, -3.0060], [0.9336, -3.7395, -1.2214], [1.8481, -1.5128, -1.6913], [1.0112, -0.4032, -4.0140], [-0.0568, -1.9046, -5.6521], [1.9427, 5.3157, -5.3924], [1.4850, 5.2739, -4.1174], [0.3710, 4.5434, -3.6965], [-0.2671, 3.7628, -4.7033], [0.2893, 3.5606, -5.9787], [1.3158, 4.5025, -6.2575], [2.0001, 5.9116, -3.4143], [-0.0035, 4.5803, -2.6842], [-1.1166, 3.1603, -4.4173], [-0.1850, 2.9589, -6.7399], [1.8613, 4.5587, -7.1880], [-3.4368, -0.7873, -3.7536], [-3.6239, -2.1405, -3.2008], [-3.6740, -2.8653, -4.3709], [-3.1179, -2.2283, -5.4450], [-2.6057, -2.7437, -6.4572], [-2.7216, -1.0396, -4.9380], [-2.8031, -0.2358, -3.0591], [-4.3486, -0.2209, -3.9433], [-4.4861, -2.2057, -2.5371], [-2.7998, -2.4527, -2.5594], [-6.0241, -3.4838, 0.9550], [-5.2740, -3.9479, -0.2377], [-6.2849, -4.1428, -1.1917], [-7.4470, -3.7945, -0.7283], [-8.4843, -3.7893, -1.3366], [-7.3638, -3.4408, 0.5473], [-5.5571, -2.6400, 1.4629], [-5.9642, -4.2993, 1.6757], [-5.0177, -4.9990, -0.1057], [-4.5055, -3.2702, -0.6096], [-5.4752, 0.6125, -0.3076], [-5.2460, 1.9673, 0.1412], [-3.8105, 2.5844, -0.0997], [-3.4489, 2.4550, -1.6197], [-3.1592, 2.3981, -2.7463], [-5.0552, 0.2739, -1.2547], [-6.5333, 0.4205, -0.4855], [-5.0548, -0.0993, 0.4028], [-5.6142, 2.2106, 1.1378], [-5.9780, 2.5409, -0.4274], [-2.9069, 2.1734, 0.3507], [-3.7213, 3.6588, 0.0608], [6.9445, 2.3457, -1.1633], [5.5939, 1.9398, -1.7859], [5.4748, 0.4489, -2.2357], [5.7346, -0.4282, -1.0911], [5.9479, -1.1347, -0.2855], [7.7436, 1.8447, -1.7097], [7.0527, 2.1098, -0.1046], [6.9393, 3.4355, -1.1457], [5.5824, 2.5879, -2.6622], [4.7120, 2.3618, -1.3039], [5.9787, 0.1908, -3.1671], [4.4475, 0.1896, -2.4918], [4.0422, 2.1741, 1.8960], [3.8021, 2.9420, 3.2011], [2.9896, 4.2384, 2.9421], [4.0151, 5.3321, 2.6663], [4.8272, 6.0898, 2.3542], [4.6195, 1.2562, 2.0059], [4.5273, 2.8129, 1.1580], [3.1578, 1.7534, 1.4175], [4.7832, 3.1224, 3.6404], [3.1853, 2.3343, 3.8632], [2.5029, 4.4641, 3.8909], [2.2480, 4.2521, 2.1434], [1.2865, -3.9729, 3.0251], [2.0919, -2.9226, 3.8517], [3.5423, -3.3915, 4.1745], [3.8732, -4.8057, 4.5568], [4.0448, -5.8998, 4.8977], [1.1136, -4.8791, 3.6057], [1.8705, -4.0991, 2.1134], [0.2786, -3.5665, 2.9405], [1.6434, -2.7655, 4.8326], [2.2373, -2.0162, 3.2641], [3.6362, -2.7575, 5.0562], [4.1441, -3.1058, 3.3117]]}